*A*
Here is a cluster of 2 separate species, C5H13NO in total from the Open Molecules 2025 dataset. Energies are from ωB97M-V/def2-TZVPD.

The geometry in XYZ format:
```
20
C5H13NO ωB97M-V/def2-TZVPD
O -0.420 1.813 1.773
N -0.308 -0.236 2.687
C -1.517 0.174 0.418
C -0.695 0.652 1.570
C -1.423 1.238 -0.687
C 1.449 -0.052 -1.339
C 1.596 -1.537 -0.908
H 2.411 0.436 -1.536
H 0.924 -1.826 -0.107
H -0.317 -1.212 2.542
H 0.747 0.522 -0.682
H -1.989 2.147 -0.608
H 1.080 0.052 -2.370
H 0.213 0.200 3.404
H 1.219 -2.112 -1.779
H -0.382 1.599 -0.756
H 2.636 -1.861 -0.734
H -1.590 0.738 -1.640
H -2.564 0.054 0.734
H -1.070 -0.788 0.018
```

Orbital gap ... 10.80 eV
SMILES string ... CCC(N)=O.CC
Lowest unoccupied orbital energy ... 0.94 eV
2S+1 ... 1

*B*
Here is the molecule C5H13NO from the Open Molecules 2025 dataset. Energies are from ωB97M-V/def2-TZVPD.

The geometry in XYZ format:
```
20
C5H13NO ωB97M-V/def2-TZVPD
O -2.259 -0.840 -1.383
N 0.446 -1.870 -0.487
C 0.868 0.483 0.094
C 1.120 0.045 1.555
C -0.035 -0.477 -0.663
C -1.485 -0.443 -0.251
C 0.398 1.934 0.033
H -0.489 2.132 0.622
H -0.106 -2.473 -1.093
H 1.222 2.571 0.329
H 0.165 2.213 -1.005
H 1.498 0.895 2.114
H -1.626 -1.167 0.549
H 1.778 -0.821 1.556
H 0.002 -0.227 -1.727
H 1.865 0.431 -0.352
H -1.762 0.556 0.119
H 1.398 -1.949 -0.835
H 0.200 -0.289 2.035
H -3.196 -0.704 -1.210
```

Orbital gap ... 10.25 eV
SMILES string ... CC(C)[C@@H](N)CO
Lowest unoccupied orbital energy ... 0.94 eV
2S+1 ... 1

*C*
Here is a cluster of 2 separate species, C5H13NO in total from the Open Molecules 2025 dataset. Energies are from ωB97M-V/def2-TZVPD.

The geometry in XYZ format:
```
20
C5H13NO ωB97M-V/def2-TZVPD
O -2.530 0.610 -1.115
N -0.284 -0.064 0.573
C -2.876 0.529 0.096
C -0.409 -1.516 0.600
C 1.533 0.987 -0.314
C -0.002 0.446 -0.723
C 2.566 -0.058 0.050
H 0.109 -0.307 -1.506
H -0.604 -1.837 1.622
H -1.463 0.338 0.790
H 3.547 0.416 0.118
H 2.344 -0.493 1.022
H -0.484 1.377 -1.022
H -3.207 1.432 0.643
H -3.359 -0.400 0.456
H -1.241 -1.851 -0.034
H 0.498 -1.997 0.230
H 1.814 1.488 -1.242
H 2.629 -0.839 -0.707
H 1.419 1.739 0.463
```

Orbital gap ... 8.51 eV
SMILES string ... CCCNC.C=O
Lowest unoccupied orbital energy ... -0.16 eV
2S+1 ... 1

*D*
Here is the molecule C5H13NO from the Open Molecules 2025 dataset. Energies are from ωB97M-V/def2-TZVPD.

The geometry in XYZ format:
```
20
C5H13NO ωB97M-V/def2-TZVPD
O -3.588 -1.505 0.149
N -1.597 -0.320 0.134
C -0.209 -0.258 -0.429
C 0.393 1.143 -0.229
C -2.442 -1.225 -0.614
C 2.880 0.293 0.372
C 1.603 1.111 0.715
H -3.928 -0.707 0.551
H 0.583 1.618 -1.198
H -1.502 -0.586 1.105
H -0.333 -0.559 -1.469
H 1.214 0.821 1.697
H 2.662 -0.510 -0.357
H 0.538 -0.937 -0.030
H 3.231 -0.303 1.200
H -2.676 -0.707 -1.571
H -0.330 1.781 0.277
H 2.003 2.124 0.789
H -2.014 -2.204 -0.854
H 3.510 0.930 -0.240
```

Orbital gap ... 10.19 eV
SMILES string ... CCCCNCO
Lowest unoccupied orbital energy ... 1.07 eV
2S+1 ... 1

Decreasing stability: *B*, *A*, *D*, *C*

*A*
Here is a cluster of 2 separate species, C6H10N in total from the Open Molecules 2025 dataset. Energies are from ωB97M-V/def2-TZVPD.

The geometry in XYZ format:
```
17
C6H10N ωB97M-V/def2-TZVPD
N -0.787 -0.841 -0.629
C -3.327 -0.362 -0.251
C -2.557 0.699 0.508
C 2.129 1.191 -0.295
C 1.713 -0.045 0.222
C -1.840 -0.348 -0.335
C 2.502 -1.213 0.322
H -3.751 -1.191 0.389
H 3.488 -1.065 -0.344
H 1.602 1.319 -1.299
H -2.641 1.614 -0.010
H 1.959 -2.141 0.178
H -3.701 0.098 -1.211
H 2.851 -1.426 1.222
H -2.508 0.595 1.560
H 1.727 1.886 0.369
H 3.141 1.229 -0.396
```

Orbital gap (alpha / beta) ... 6.13 / 8.72 eV
Charge ... +1
Lowest unoccupied orbital energy (alpha / beta) ... -6.03 / -5.94 eV
2S+1 ... 1

*B*
Here is the ion C6H10N with charge +1 from the Open Molecules 2025 dataset. Energies are from ωB97M-V/def2-TZVPD.

The geometry in XYZ format:
```
17
C6H10N ωB97M-V/def2-TZVPD
N 1.105 -1.830 -1.445
C -0.981 -1.045 -0.512
C -0.299 0.218 -0.022
C 0.153 1.612 2.165
C 0.658 0.955 -0.969
C 0.072 -2.192 -0.789
C -0.176 0.753 1.118
H -0.013 1.710 -1.382
H -0.077 1.227 3.245
H 1.631 -2.636 -1.842
H 0.886 0.129 -1.498
H -1.821 -1.479 0.123
H -0.146 -3.189 -0.552
H -0.224 2.607 1.895
H -1.503 -0.851 -1.432
H 1.205 1.609 2.185
H 1.442 1.439 -0.364
```

Orbital gap ... 8.24 eV
Charge ... +1
Lowest unoccupied orbital energy ... -5.79 eV
2S+1 ... 1

*C*
Here is the ion C6H10N with charge +1 from the Open Molecules 2025 dataset. Energies are from ωB97M-V/def2-TZVPD.

The geometry in XYZ format:
```
17
C6H10N ωB97M-V/def2-TZVPD
N 0.961 0.979 1.519
C 1.253 -1.136 0.874
C 0.253 -0.632 -0.158
C 1.533 -0.151 1.815
C -0.001 0.884 0.556
C -0.332 2.180 -0.118
C -0.665 -1.690 -0.772
H -1.204 -2.433 -0.086
H 0.844 -0.316 -1.042
H -0.244 -2.273 -1.590
H -0.162 2.972 0.708
H -1.259 2.359 -0.517
H -0.815 0.700 1.231
H 0.504 2.237 -0.937
H -1.432 -1.197 -1.338
H 2.076 -0.289 2.667
H 1.653 -2.042 0.926
```

Orbital gap ... 8.71 eV
Charge ... +1
Lowest unoccupied orbital energy ... -7.11 eV
2S+1 ... 1

*D*
Here is the ion C6H10N with charge +1 from the Open Molecules 2025 dataset. Energies are from ωB97M-V/def2-TZVPD.

The geometry in XYZ format:
```
17
C6H10N ωB97M-V/def2-TZVPD
N 0.523 0.246 0.526
C 1.457 -0.315 1.210
C -1.592 -0.129 -0.349
C -0.052 -0.161 -0.700
C -0.161 2.827 1.196
C 0.452 -1.566 -1.164
C -0.085 1.663 1.094
H 2.095 -1.107 1.022
H 0.088 0.693 -1.489
H 0.178 -2.432 -0.625
H -1.759 -0.790 0.496
H -1.720 0.962 -0.112
H -0.047 -1.788 -2.219
H -0.563 3.794 1.562
H 1.530 -1.595 -1.304
H -2.110 -0.395 -1.287
H 1.767 0.092 2.143
```

Orbital gap ... 10.32 eV
Charge ... +1
SMILES string ... C#C[N+](=C)C(C)C
Lowest unoccupied orbital energy ... -5.22 eV
2S+1 ... 1

Decreasing stability: *C*, *B*, *D*, *A*

*A*
Here is a cluster of 2 separate species, C6H10N in total from the Open Molecules 2025 dataset. Energies are from ωB97M-V/def2-TZVPD.

The geometry in XYZ format:
```
17
C6H10N ωB97M-V/def2-TZVPD
N 0.865 0.149 -0.027
C -0.279 1.029 -0.044
C 1.066 1.571 -0.234
C -3.963 -0.741 -0.045
C 1.067 -0.492 1.282
C 1.245 -0.713 -1.175
C -1.503 1.433 0.205
H 0.899 -1.789 -0.946
H 0.797 -0.432 -2.176
H -4.430 -1.415 0.551
H 2.325 -0.698 -1.188
H 0.442 -1.404 1.219
H 2.135 -0.709 1.179
H 1.534 1.874 -1.217
H -4.541 0.266 -0.164
H 0.665 0.119 2.081
H 1.675 1.952 0.697
```

Orbital gap (alpha / beta) ... 6.91 / 6.78 eV
Charge ... +1
Lowest unoccupied orbital energy (alpha / beta) ... -5.83 / -5.75 eV
2S+1 ... 1

*B*
Here is a cluster of 2 separate species, C6H10N in total from the Open Molecules 2025 dataset. Energies are from ωB97M-V/def2-TZVPD.

The geometry in XYZ format:
```
17
C6H10N ωB97M-V/def2-TZVPD
N 0.337 0.020 1.131
C 0.141 0.869 -0.027
C -0.459 -2.964 0.764
C 1.026 1.224 -1.174
C -0.316 0.555 -1.350
C -0.922 -2.812 -0.314
C -0.445 1.319 1.225
H 1.905 0.637 -1.147
H 1.139 2.302 -1.297
H -0.382 -0.546 -1.474
H 1.260 0.000 1.620
H -1.543 0.998 1.121
H -0.235 -0.801 1.114
H -1.210 1.132 -1.624
H -0.107 2.219 1.695
H 0.376 -2.799 1.408
H -1.513 -2.900 -1.133
```

Orbital gap ... 11.94 eV
Charge ... +1
Lowest unoccupied orbital energy ... -3.15 eV
2S+1 ... 1

*C*
Here is a cluster of 2 separate species, C6H10N in total from the Open Molecules 2025 dataset. Energies are from ωB97M-V/def2-TZVPD.

The geometry in XYZ format:
```
17
C6H10N ωB97M-V/def2-TZVPD
N 0.678 0.180 -1.270
C -1.610 0.084 0.509
C -0.898 -0.808 1.110
C 0.971 1.999 0.560
C 0.694 0.954 -0.397
C 0.190 -0.930 -1.997
C -0.007 -1.691 1.485
H 0.814 -1.373 2.023
H 1.781 2.632 0.259
H -2.344 0.790 1.055
H 0.175 2.715 0.537
H -0.289 -2.781 1.553
H -0.287 -0.587 -2.926
H -0.501 -1.386 -1.324
H -1.467 0.233 -0.540
H 1.143 1.589 1.538
H 0.957 -1.620 -2.173
```

Orbital gap ... 10.02 eV
Charge ... +1
Lowest unoccupied orbital energy ... -3.87 eV
2S+1 ... 1

*D*
Here is a structure of composition C6H10N from the Open Molecules 2025 dataset. Energies are from ωB97M-V/def2-TZVPD.

The geometry in XYZ format:
```
17
C6H10N ωB97M-V/def2-TZVPD
N -1.214 0.794 -1.461
C 0.346 -1.706 0.666
C 0.057 -0.266 0.322
C 0.053 1.576 -1.478
C -1.180 -0.140 -0.545
C 0.219 0.602 1.498
C 0.502 0.219 -1.056
H -0.349 -2.097 1.419
H 1.009 1.312 1.300
H -0.687 1.198 1.787
H -2.098 -0.848 -0.509
H 0.382 -2.466 -0.168
H 0.012 2.320 -0.787
H 1.402 -1.765 1.025
H 0.376 -0.108 2.319
H 0.871 -0.527 -1.763
H 0.298 1.903 -2.569
```

Orbital gap ... 10.36 eV
Charge ... +1
Lowest unoccupied orbital energy ... -4.94 eV
2S+1 ... 1

Decreasing stability: *C*, *D*, *B*, *A*

*A*
Here is the ion C6H10N with charge +1 from the Open Molecules 2025 dataset. Energies are from ωB97M-V/def2-TZVPD.

The geometry in XYZ format:
```
17
C6H10N ωB97M-V/def2-TZVPD
N -0.710 -0.853 -0.201
C -2.109 -0.441 -0.295
C -0.149 -0.866 1.127
C 1.518 -0.064 -0.276
C 2.756 -0.417 -0.162
C 0.259 0.259 0.178
C -0.165 1.747 0.172
H -0.598 1.924 -0.802
H -0.432 -1.457 -0.963
H -2.344 0.161 -1.164
H -2.632 -1.290 -0.329
H 3.353 -0.439 -1.030
H -2.321 0.073 0.582
H 3.102 -0.972 0.702
H -0.941 2.058 0.971
H 0.602 -1.751 1.338
H 0.810 2.329 0.150
```

Orbital gap (alpha / beta) ... 8.32 / 7.72 eV
Charge ... +1
Lowest unoccupied orbital energy (alpha / beta) ... -5.37 / -5.57 eV
2S+1 ... 1

*B*
Here is a structure of composition C6H10N from the Open Molecules 2025 dataset. Energies are from ωB97M-V/def2-TZVPD.

The geometry in XYZ format:
```
17
C6H10N ωB97M-V/def2-TZVPD
N -1.610 -1.012 -0.732
C 1.049 1.088 0.639
C -0.879 -1.655 -1.553
C -0.517 -0.550 0.050
C -0.337 0.924 0.131
C 1.323 1.567 1.875
C 0.359 -1.233 -0.932
H -1.052 1.363 0.837
H 0.885 -0.489 -1.548
H -0.506 1.283 -0.784
H 0.967 -1.907 -0.491
H 2.266 1.721 2.304
H 1.793 0.888 -0.144
H -2.645 -0.806 -0.676
H -0.445 -1.116 0.955
H 0.619 2.131 2.472
H -1.270 -2.197 -2.404
```

Orbital gap ... 8.70 eV
Charge ... +1
Lowest unoccupied orbital energy ... -4.76 eV
2S+1 ... 1

*C*
Here is the ion C6H10N with charge +1 from the Open Molecules 2025 dataset. Energies are from ωB97M-V/def2-TZVPD.

The geometry in XYZ format:
```
17
C6H10N ωB97M-V/def2-TZVPD
N -1.834 -2.113 0.893
C 1.343 2.120 -1.884
C -0.905 -1.240 1.682
C -2.291 -0.977 1.165
C 0.396 0.479 -0.194
C 1.438 1.095 -0.858
C 0.374 -0.747 0.879
H 1.647 1.531 -2.769
H 1.118 -0.422 1.715
H -2.197 -2.952 0.645
H 2.236 2.730 -1.994
H 0.718 -1.668 0.330
H -0.614 0.821 -0.616
H 0.333 2.496 -1.757
H -3.243 -0.431 0.951
H -0.917 -1.310 2.739
H 2.400 0.590 -0.927
```

Orbital gap ... 7.01 eV
Charge ... +1
SMILES string ... C/C=C/C[C@H]1C=[NH+]1
Lowest unoccupied orbital energy ... -5.34 eV
2S+1 ... 1

Decreasing stability: *B*, *C*, *A*